The following is a DFT calculation (ωB97M-V/def2-TZVPD) of a cluster of 4 separate species, C7H12N3O in total.

Charge ... -1
Maximum force ... 0.49 eV/Å
Orbital gap ... 4.0 eV
Calculated total energy ... -513.33854 Ha

Structure (XYZ):
```
23
Properties=species:S:1:pos:R:3:mulliken_charge:R:1
C -1.7779 0.8705 -3.0896 -0.763
O -0.9433 0.1482 -2.0588 -0.479
H -2.7577 1.0619 -2.6101 0.009
H -1.9980 0.1164 -3.8710 -0.003
H -1.4771 -0.5778 -1.7177 0.238
C 1.8672 1.3422 -2.6496 -0.435
C 2.7347 2.4640 -2.9713 0.179
N 3.4404 3.3431 -3.2050 -0.423
H 2.3359 0.7304 -1.8788 0.218
H 0.8842 1.6715 -2.3038 0.143
H 1.6942 0.7314 -3.5327 0.298
C 0.5197 0.5652 1.1412 -0.667
C 0.1241 -0.7906 0.8063 0.445
N -0.2093 -1.8562 0.5299 -0.511
H 0.3435 1.1910 0.2648 0.167
H -0.0854 0.9252 1.9720 0.304
H 1.5740 0.5943 1.4130 0.277
C -0.8599 -2.5437 4.0080 -0.785
C -1.4168 -1.2054 3.8916 0.379
N -1.8421 -0.1452 3.7669 -0.429
H -0.8704 -3.0155 3.0255 0.280
H 0.1682 -2.4859 4.3611 0.247
H -1.4480 -3.1347 4.7080 0.310
```

The following is a DFT calculation (ωB97M-V/def2-TZVPD) of a cluster of 2 separate species, C5H15NO in total.

Maximum force ... 0.72 eV/Å
Orbital gap ... 10.2 eV
Calculated total energy ... -329.48905 Ha
Relative energy (zero: lowest compared OMol25 entry of this formula, charge and spin) ... 11.6 kcal/mol

Structure (XYZ):
```
22
Properties=species:S:1:pos:R:3:mulliken_charge:R:1
C -1.3886 -2.1487 0.3624 -1.258
C -1.2769 -0.6775 0.7485 -0.659
C -0.7069 0.2000 -0.3696 0.718
C 0.7864 -0.0819 -0.5984 -1.489
C -0.9212 1.6850 -0.0273 -0.983
N -0.6611 2.6322 -1.1177 -0.599
H -2.0186 -2.6801 1.0872 0.372
H -0.4221 -2.6456 0.3199 0.292
H -1.8718 -2.2098 -0.6095 0.324
H -0.6730 -0.4841 1.6387 0.331
H -2.2851 -0.3113 0.9644 0.318
H -1.2313 0.0018 -1.3101 0.308
H 0.9507 -0.9220 -1.2686 0.400
H 1.2789 -0.2511 0.3606 0.226
H 1.2281 0.7760 -1.1096 0.455
H -0.3164 1.9319 0.8533 0.311
H -1.9691 1.7780 0.2919 0.341
H 0.2908 2.9729 -1.0623 0.295
H -0.7390 2.1476 -2.0041 0.279
O 4.1252 -0.7775 1.2515 -0.656
H 3.2982 -0.9222 0.7833 0.353
H 4.5228 -0.0138 0.8155 0.322
```

The following is a DFT calculation (ωB97M-V/def2-TZVPD) of an isolated molecule of C4H6O2.

Maximum force ... 0.30 eV/Å
Orbital gap ... 11.3 eV
Calculated total energy ... -306.39801 Ha
Relative energy (zero: lowest compared OMol25 entry of this formula, charge and spin) ... 68.0 kcal/mol

Structure (XYZ):
```
12
Properties=species:S:1:pos:R:3:mulliken_charge:R:1
C 1.4887 0.5570 -0.3014 -0.445
O 1.3652 0.2079 1.0683 -0.401
C 0.7885 -0.6610 0.0977 0.035
C -0.7117 -0.7471 0.0602 0.035
C -1.5432 0.4473 0.1875 -0.444
O -1.3692 -0.1856 -1.0705 -0.401
H 0.9160 1.4261 -0.6254 0.169
H 2.4924 0.4817 -0.7167 0.260
H 1.3110 -1.6132 -0.0089 0.382
H -1.1310 -1.6996 0.3880 0.383
H -1.0687 1.4225 0.2977 0.167
H -2.5380 0.3640 0.6235 0.260
```